1.
This record from the Open Molecules 2025 dataset describes a cluster of 4 separate species, C11H19B3Br2ClN3O4P2 in total in a non-equilibrium geometry. The level of theory is ωB97M-V/def2-TZVPD.

Geometry as XYZ:
```
45
Properties=species:S:1:pos:R:3:forces:R:3:mulliken_charge:R:1
C -3.53942 2.87674 3.35007 -0.1 0.9 1.0 -0.854
C -3.21444 4.35658 2.72336 1.9 0.4 -3.3 0.149
Br -3.84418 5.95411 3.81542 0.6 -2.1 -1.1 -0.175
C -2.53929 4.64558 1.42917 -2.3 -0.8 3.7 0.113
Br -2.33310 6.59462 0.89703 -0.1 -2.4 0.2 -0.127
B -1.99419 3.42577 0.47064 0.5 -0.8 -0.7 0.472
O -1.18525 2.35599 1.08715 0.6 2.6 -2.3 -0.058
B 0.15349 2.33163 0.46599 -1.1 -0.7 -1.3 0.487
P 1.69475 2.25797 1.62766 0.9 -0.3 -0.3 -0.138
C 3.18759 2.53794 0.40889 -0.1 0.2 -1.1 -0.831
C 1.74448 0.44393 2.32176 -0.3 -0.7 0.0 -0.779
O 0.22425 2.39787 -1.00792 -3.7 0.4 1.7 -0.360
B -1.17537 2.40108 -1.55965 1.3 1.2 3.1 0.631
P -1.48161 1.16720 -3.01852 1.1 -0.7 -3.1 -0.076
O 0.13802 0.76078 -3.62382 -2.2 -0.2 3.3 -0.504
Cl -2.25484 -0.69485 -2.33682 0.6 1.0 0.3 -0.230
O -2.21117 3.32604 -1.00791 3.2 -2.1 2.0 -0.406
H -4.57263 2.50927 2.93494 2.0 0.7 0.8 0.265
H -2.70478 2.07204 3.19007 -1.5 1.8 -0.1 0.206
H -3.61970 3.02874 4.53146 0.0 -0.3 -2.7 0.335
H 3.77476 3.46311 0.81985 -0.8 -2.1 -0.8 0.319
H 2.78581 2.84749 -0.66484 0.7 -0.7 2.3 0.175
H 3.83169 1.57227 0.25316 -1.1 2.0 0.5 0.245
H 0.66420 -0.01386 2.11179 2.5 0.8 0.6 0.292
H 1.97070 0.43181 3.49234 -0.6 0.1 -2.8 0.344
H 2.57243 -0.19745 1.77291 -1.9 1.4 1.1 0.138
H 0.58619 0.37588 -2.80632 -0.1 0.7 -1.4 0.293
C 3.09801 -3.95047 1.73443 -0.5 0.8 0.8 -0.722
C 2.47966 -2.96243 2.71008 -3.4 5.4 5.4 0.440
N 1.96674 -2.14280 3.51949 4.2 -6.9 -6.4 -0.478
H 2.47774 -4.02588 0.83707 0.0 0.1 0.2 0.212
H 4.09879 -3.61520 1.44843 -0.2 0.0 0.1 0.255
H 3.17243 -4.93706 2.19994 -0.1 0.2 0.0 0.326
C -3.68903 -4.33800 -3.24781 0.4 -1.0 0.7 -0.604
C -3.25905 -5.51769 -2.39112 2.4 -6.5 4.7 0.304
N -2.90233 -6.49636 -1.68050 -2.8 7.9 -5.7 -0.408
H -4.27047 -3.63336 -2.64690 0.1 -0.2 0.0 0.227
H -2.80865 -3.82534 -3.64512 -0.1 -0.1 0.1 0.207
H -4.30420 -4.68736 -4.08155 0.1 0.0 0.2 0.276
C 3.09612 -2.52755 -3.07953 -0.5 0.8 0.8 -0.753
C 2.47777 -1.53951 -2.10387 -3.4 5.3 5.2 0.576
N 1.96484 -0.71989 -1.29446 4.0 -6.5 -6.4 -0.610
H 2.47585 -2.60297 -3.97688 0.0 0.1 0.2 0.279
H 4.09690 -2.19228 -3.36552 -0.2 0.0 0.1 0.273
H 3.17054 -3.51415 -2.61402 -0.1 0.2 0.0 0.275
```
Forces are in eV/Å.

Values from the calculation:
Charge ... 0
Total energy ... -197589.6355 eV

***

2.
This record from the Open Molecules 2025 dataset describes a structure of composition C3H5N in a non-equilibrium geometry. The level of theory is ωB97M-V/def2-TZVPD.

Geometry as XYZ:
```
9
Properties=species:S:1:pos:R:3:forces:R:3:mulliken_charge:R:1
C -0.44775 -0.01786 0.70526 -0.9 -1.3 0.1 0.083
C 0.97568 0.34882 0.40043 -0.4 2.0 -1.2 -0.020
C 0.49490 0.37662 -0.92626 1.1 -0.3 0.5 -0.440
N -0.98543 -1.17956 0.85426 0.6 -2.4 -1.6 -0.282
H 1.55623 1.16067 0.98287 -1.2 -1.3 -1.1 0.304
H -1.27404 0.64853 0.65983 -0.1 1.9 1.4 0.403
H -0.76477 -2.06086 0.27297 0.2 1.4 1.4 0.333
H 0.25578 1.26546 -1.53585 1.0 -0.1 0.3 0.300
H 0.18940 -0.54182 -1.41352 -0.2 -0.1 0.2 0.320
```
Forces are in eV/Å.

Values from the calculation:
2S+1 ... 2
Charge ... +1
Expectation value of S² ... 0.929
Relative energy (zero: lowest compared OMol25 entry of this formula, charge and spin) ... 298.8 kJ/mol

***

3.
This record from the Open Molecules 2025 dataset describes the molecule C6H9N. The level of theory is ωB97M-V/def2-TZVPD.

Geometry as XYZ:
```
16
Properties=species:S:1:pos:R:3:forces:R:3:mulliken_charge:R:1
C -2.11052 1.34044 0.91791 0.1 0.2 0.0 -0.350
C -0.97353 -1.07889 -0.48258 0.4 0.0 -0.2 -0.580
N -0.95466 1.66831 0.51919 -0.3 -0.2 0.1 -0.484
C 0.10371 0.73843 0.87803 0.2 -0.1 0.1 -0.707
C 0.17862 -0.26801 -0.26830 -0.5 0.1 0.1 0.850
C 1.35205 -1.29355 -0.31077 0.2 -0.2 0.0 -0.690
C 1.32136 -0.16189 -1.26031 0.1 0.0 -0.2 -0.612
H -2.30766 0.48238 1.57086 0.1 0.1 -0.1 0.288
H -2.96913 1.92469 0.58777 0.1 0.0 0.1 0.274
H -0.84526 -1.58934 -1.45785 0.1 0.0 0.1 0.265
H -0.09899 0.21017 1.82156 0.0 0.0 -0.1 0.333
H 1.04656 1.28532 0.98439 -0.1 -0.1 0.0 0.387
H 1.15346 -2.29936 -0.66829 0.0 0.2 0.1 0.286
H 1.99746 -1.24931 0.56130 -0.1 0.1 -0.1 0.253
H 2.01131 0.65961 -1.09164 -0.1 -0.1 0.0 0.247
H 1.09521 -0.36901 -2.30129 0.0 0.0 0.2 0.240
```
Forces are in eV/Å.

Values from the calculation:
Charge ... 0
Relative energy (zero: lowest compared OMol25 entry of this formula, charge and spin) ... 512.9 kJ/mol

***

4.
This record from the Open Molecules 2025 dataset describes a cluster of 11 separate species, C22H65O11 in total in a non-equilibrium geometry. The level of theory is ωB97M-V/def2-TZVPD.

Geometry as XYZ:
```
98
Properties=species:S:1:pos:R:3:forces:R:3:mulliken_charge:R:1
C -0.47592 -1.34987 -0.37623 -0.2 0.2 0.2 -0.524
C 0.39501 -0.11323 -0.73501 0.3 -0.3 2.1 0.541
O 0.49664 0.81177 0.36435 -0.3 -0.3 -1.3 0.622
H -1.47452 -1.05507 -0.05372 -0.2 0.2 -0.3 -0.372
H -0.13423 -1.93785 0.47560 0.7 0.4 0.3 -0.016
H -0.55730 -2.11851 -1.14477 -0.1 0.3 -0.6 0.583
H 0.08507 0.32276 -1.68472 -0.6 0.3 -0.1 0.201
H 1.38845 -0.49920 -0.96349 0.5 -0.2 -0.1 -0.856
C -3.10417 -1.22630 -2.95486 -0.8 0.2 -1.1 -0.238
C -3.84216 -0.74144 -4.25997 0.6 -0.6 1.7 -0.563
O -3.97930 -1.82098 -5.15263 0.1 -0.3 -0.8 -0.549
H -2.92049 -0.35677 -2.32378 0.2 -0.3 0.3 -0.034
H -2.19229 -1.76132 -3.22005 0.3 0.6 -0.2 0.162
H -3.65775 -2.01604 -2.44696 -0.5 0.3 0.3 0.331
H -3.23739 0.05656 -4.69074 -0.1 -0.2 -0.4 0.296
H -4.83571 -0.34230 -4.05592 0.1 0.3 0.3 0.307
H -4.81372 -2.26072 -4.97380 0.1 0.0 0.0 0.311
C 4.44619 -0.38549 -0.68856 -0.1 2.0 -1.2 -1.285
C 3.88236 1.00242 -0.20094 1.8 -1.8 0.0 -0.032
O 3.31089 0.74335 1.03522 -0.4 0.5 1.1 -0.732
H 3.69964 -1.17874 -0.64946 0.0 0.1 0.1 0.164
H 5.37219 -0.67453 -0.19147 -0.3 0.0 0.4 0.371
H 4.71654 -0.15891 -1.71990 0.1 -0.7 -0.4 0.404
H 3.19418 1.49657 -0.88673 -0.1 -0.3 -0.1 0.125
H 4.72631 1.67420 -0.04424 0.1 0.2 -0.2 0.503
H 2.37425 0.71695 0.82640 -1.7 -0.1 0.5 0.137
C -5.34907 -1.07569 1.52513 0.6 0.7 -0.6 -1.665
C -4.15837 -0.22643 0.95790 -1.2 -0.7 0.6 1.553
O -4.57584 1.10730 1.00846 -0.5 0.4 0.0 -0.608
H -5.20822 -2.15043 1.41027 0.2 0.0 0.3 0.343
H -6.29921 -0.82613 1.05285 0.2 0.1 -0.5 0.435
H -5.52831 -0.74957 2.54964 0.4 -0.4 0.3 0.376
H -3.87591 -0.45486 -0.06978 -0.1 -0.5 -0.1 -0.430
H -3.27239 -0.33743 1.58306 0.2 -0.3 0.1 -0.344
H -3.87137 1.58355 0.56293 0.4 0.7 0.0 0.373
C 2.10269 5.48377 0.95394 -0.4 -0.1 0.9 -1.396
C 1.80139 3.97208 1.16319 0.5 1.5 -0.5 0.112
O 1.40244 3.57299 -0.12254 -0.1 -0.2 -0.6 -0.503
H 1.17874 6.02512 0.75059 -0.2 -0.2 -0.2 0.302
H 2.76637 5.67205 0.11003 0.1 -0.4 0.0 0.293
H 2.50895 6.00640 1.81990 0.3 -0.3 0.2 0.397
H 0.98336 3.76450 1.85301 0.0 0.3 0.3 0.254
H 2.66942 3.39592 1.48360 0.2 0.1 0.1 0.196
H 1.01992 2.69953 -0.01150 -0.5 -1.4 -0.2 0.015
C -2.84872 -3.74568 2.49305 1.5 -0.4 0.8 -0.640
C -1.91874 -4.24219 3.66280 -1.8 0.6 -0.3 -0.024
O -2.76570 -4.49890 4.77791 -0.2 -1.1 0.7 -0.578
H -2.21838 -3.44955 1.65456 -0.2 0.2 -0.2 0.167
H -3.47135 -2.91958 2.83656 0.1 0.0 -0.1 0.098
H -3.47703 -4.58301 2.18939 -0.1 0.1 0.0 0.420
H -1.14154 -3.55115 3.98919 0.2 0.1 -0.5 -0.061
H -1.50661 -5.21341 3.38896 0.3 0.1 0.1 0.298
H -3.00146 -3.74935 5.32945 0.4 0.4 -0.5 0.307
C 3.22090 2.22465 -4.39546 0.0 -0.7 -0.2 -1.278
C 2.17113 2.45654 -3.31422 0.0 0.0 -0.6 0.778
O 2.58263 3.57712 -2.61117 0.8 0.7 0.3 -0.577
H 4.19343 1.99428 -3.96049 0.0 0.3 0.4 0.252
H 3.35630 3.07313 -5.06618 -0.2 0.1 0.1 0.377
H 3.03142 1.33690 -4.99888 -0.4 0.0 -0.2 0.332
H 2.03916 1.58163 -2.67765 0.3 -0.3 0.1 -0.481
H 1.16810 2.67284 -3.68199 -0.2 -0.2 -0.7 0.294
H 2.24608 3.53192 -1.71324 -0.3 0.2 0.7 0.441
C 0.10256 -0.51434 4.82820 -0.2 -1.4 0.9 -1.366
C -0.78714 -0.47272 3.61678 0.2 1.8 -0.2 0.589
O -0.64320 0.86186 3.12070 -0.4 -0.1 -0.1 -0.646
H 1.17001 -0.46064 4.61426 -0.2 0.3 -0.2 0.267
H -0.04595 -1.46760 5.33548 0.1 -0.4 0.2 0.349
H -0.17299 0.22145 5.58370 0.0 0.3 -0.3 0.369
H -1.84965 -0.55818 3.84450 -0.1 -0.4 0.4 0.303
H -0.55367 -1.20643 2.84525 0.2 -0.1 0.0 -0.216
H -0.20051 0.82411 2.26970 0.3 0.0 -1.0 0.010
C 1.69329 -2.66621 -4.36019 -1.0 1.0 0.4 -1.132
C 2.49171 -1.44156 -3.85552 -0.6 -0.8 0.6 0.835
O 3.82205 -1.57503 -4.19636 1.9 -0.1 -0.9 -0.528
H 1.40446 -2.60978 -5.40971 0.5 0.0 -0.2 0.369
H 0.72382 -2.67307 -3.86200 -0.1 -0.1 0.3 0.193
H 2.17597 -3.61617 -4.13064 0.3 0.2 -0.1 0.333
H 2.50297 -1.40986 -2.76604 -0.4 0.0 0.0 -0.370
H 2.20662 -0.45368 -4.21734 -1.0 -0.2 0.0 -0.042
H 3.84854 -1.32313 -5.12235 0.6 -0.1 -0.1 0.327
C 2.59881 -3.61832 3.22954 -0.8 1.1 -0.6 -1.311
C 2.55213 -2.28224 2.47381 -0.7 0.0 0.2 0.812
O 3.84503 -1.79970 2.37961 1.5 -0.3 -0.1 -0.624
H 1.63340 -4.12296 3.19181 -0.1 0.0 0.1 0.268
H 2.81342 -3.35858 4.26616 0.4 -0.6 0.0 0.326
H 3.31266 -4.25627 2.70846 0.3 0.0 0.5 0.387
H 2.00120 -1.48699 2.97597 -0.7 -0.4 0.4 -0.190
H 2.08382 -2.34977 1.49186 0.0 -0.4 -0.3 -0.088
H 3.79147 -0.94474 1.94628 0.1 0.6 -0.3 0.372
C -3.10171 4.44786 0.08758 -0.8 1.0 -0.7 -1.613
C -1.87991 3.65120 0.21228 1.1 0.5 1.5 0.242
O -2.17845 2.32005 0.05254 -0.8 -1.6 -1.3 -0.413
H -2.89114 5.46437 0.41994 -0.2 0.0 0.4 0.410
H -3.89412 3.96504 0.65948 -0.2 0.3 0.0 0.337
H -3.39989 4.57494 -0.95312 -0.3 -0.3 -0.1 0.331
H -1.56562 3.70881 1.25440 0.5 0.6 0.3 0.094
H -1.06787 4.01868 -0.41514 0.1 -0.1 -0.2 0.253
H -1.35911 1.82346 0.11320 0.8 -0.8 0.2 0.076
```
Forces are in eV/Å.

Values from the calculation:
Charge ... -1
Relative energy (zero: lowest compared OMol25 entry of this formula, charge and spin) ... 113.4 kJ/mol